This record from the OMol25 dataset describes 3 unconnected molecules or ions with the total composition C20H42BN3O7S at a distorted geometry. The level of theory is ωB97M-V with the def2-TZVPD basis set.

Each line ends with the Löwdin charge.
Positions of all 74 atoms, in Å:
1 N 4.7574 -7.2718 1.7595  0.135
2 B 3.3945 -7.3187 1.1456  -0.438
3 O 3.1804 -8.0432 -0.0530  0.134
4 C 2.1998 -6.5145 1.8965  -0.223
5 C 0.7180 -6.9532 1.6975  -0.103
6 O -0.0757 -5.7362 1.5231  -0.203
7 S 0.9017 -4.4201 1.4485  0.739
8 O 0.7198 -3.6955 2.7156  -0.253
9 O 0.9463 -3.6775 0.1785  -0.262
10 O 2.4021 -5.1328 1.5211  -0.178
11 H 4.5969 -7.3162 2.7665  0.065
12 H 5.0771 -6.3122 1.6006  0.085
13 H 2.6634 -7.4486 -0.6077  0.099
14 H 2.4407 -6.6332 2.9744  0.146
15 H 0.5075 -7.5805 0.8087  0.132
16 H 0.2132 -7.4548 2.5441  0.142
17 C 2.8557 -0.7117 1.1880  -0.023
18 C 2.0296 -0.0389 0.0652  -0.462
19 C 2.3239 -0.7147 -1.2838  -0.128
20 C 3.6607 -0.3142 -1.9015  -0.178
21 C 3.8026 1.2029 -1.9492  -0.136
22 C 3.5873 1.8598 -0.5789  -0.493
23 N 2.3162 1.4229 0.0555  -0.056
24 O 1.3280 2.0301 -0.5590  -0.035
25 C 4.7857 1.5362 0.3361  -0.040
26 C 3.6393 3.3876 -0.7407  -0.042
27 C 0.5625 -0.3379 0.4274  -0.032
28 H 3.0787 -0.0160 1.9989  0.090
29 H 2.3084 -1.5387 1.6432  0.064
30 H 3.7947 -1.1371 0.8302  0.072
31 H 1.5321 -0.4606 -1.9974  0.126
32 H 2.2914 -1.8001 -1.1636  0.112
33 H 4.4904 -0.7601 -1.3441  0.102
34 H 3.7275 -0.7172 -2.9152  0.113
35 H 4.7911 1.4662 -2.3346  0.123
36 H 3.0798 1.6020 -2.6692  0.125
37 H 4.6257 1.9306 1.3416  0.092
38 H 5.6950 1.9966 -0.0548  0.087
39 H 5.0038 0.4744 0.4194  0.057
40 H 2.9089 3.7525 -1.4627  0.078
41 H 4.6213 3.6937 -1.1056  0.085
42 H 3.4657 3.8890 0.2132  0.091
43 H 0.2837 0.1385 1.3706  0.100
44 H 0.4144 -1.4091 0.5379  0.055
45 H -0.1374 -0.0069 -0.3415  0.069
46 C -2.5760 3.2570 -1.7440  -0.030
47 C -2.8839 2.7542 -0.3124  -0.475
48 C -3.2574 1.2630 -0.3453  -0.134
49 C -4.6728 0.9865 -0.8462  -0.180
50 C -5.6896 1.8406 -0.0967  -0.137
51 C -5.3505 3.3367 -0.1402  -0.498
52 N -3.9522 3.6028 0.2856  -0.073
53 O -3.8970 3.4760 1.5922  -0.017
54 C -5.5920 3.8735 -1.5656  -0.042
55 C -6.3597 4.1063 0.7270  -0.045
56 C -1.5516 2.8866 0.4427  -0.046
57 H -2.7997 4.3199 -1.8520  0.087
58 H -1.5178 3.1434 -1.9860  0.081
59 H -3.1202 2.7078 -2.5140  0.068
60 H -3.1678 0.8441 0.6631  0.125
61 H -2.5414 0.7198 -0.9676  0.119
62 H -4.7407 1.1656 -1.9238  0.102
63 H -4.9094 -0.0707 -0.7009  0.112
64 H -6.6863 1.6743 -0.5143  0.123
65 H -5.7361 1.5013 0.9439  0.125
66 H -5.2893 4.9196 -1.6443  0.091
67 H -6.6535 3.8206 -1.8151  0.086
68 H -5.0773 3.3128 -2.3420  0.057
69 H -6.3818 3.7454 1.7552  0.078
70 H -7.3687 3.9827 0.3291  0.084
71 H -6.1330 5.1740 0.7381  0.089
72 H -1.2444 3.9321 0.5210  0.097
73 H -0.7629 2.3467 -0.0809  0.043
74 H -1.5966 2.4669 1.4486  0.080

Summary:
total charge	0
gap between HOMO and LUMO (spin up / spin down)	8.2 / 9.0	eV
electronic energy	-1901.1224	Ha
⟨S²⟩	2.008
F_max	0.06551	hartree/bohr
spin multiplicity	3


This record from the OMol25 dataset describes a single CH3F2N molecule at a distorted geometry. The level of theory is ωB97M-V with the def2-TZVPD basis set.

Each line ends with the Löwdin charge.
Positions of all 7 atoms, in Å:
1 F 0.7921 1.5098 -0.1340  0.001
2 C 0.5412 0.1983 -0.0473  -0.327
3 N -0.6589 -0.1412 0.6297  -0.009
4 F -1.7615 0.1661 -0.2508  -0.122
5 H 0.4031 -0.1450 -1.2697  0.182
6 H 1.3055 -0.3626 0.5082  0.123
7 H -0.6216 -1.2254 0.5638  0.152

Summary:
total charge	0
structure (SMILES)	FCNF
energy relative to the best compared isomer or geometry (same formula, charge and spin)	2.728	eV
gap between HOMO and LUMO	11.7	eV
electronic energy	-294.2851	Ha
F_max	0.09049	hartree/bohr
spin multiplicity	1


This record from the OMol25 dataset describes a molecular structure, CHCdF3NO5S2 at a distorted geometry. The level of theory is ωB97M-V with the def2-TZVPD basis set.

Each line ends with the Löwdin charge.
Positions of all 14 atoms, in Å:
1 O -0.6034 2.3502 1.0020  -0.545
2 Cd 2.1883 1.6979 -0.6495  1.207
3 H 1.2047 1.1573 1.6813  0.280
4 N -0.1594 0.1586 0.2836  -0.474
5 S 0.6244 -0.9333 -0.6299  0.720
6 O 2.0170 -0.2546 -0.6496  -0.664
7 O 0.8462 -1.9429 -1.6910  -0.369
8 S -0.3618 1.7276 -0.3763  0.461
9 O 1.8587 2.5175 0.9742  -0.805
10 O -1.6374 2.0593 -1.0852  -0.499
11 C -1.2482 -1.8668 0.1688  -0.598
12 F -2.3986 -1.7328 -0.4871  0.130
13 F -0.8709 -3.1273 -0.0271  0.054
14 F -1.4597 -1.8107 1.4859  0.102

Summary:
total charge	-1
gap between HOMO and LUMO (spin up / spin down)	6.0 / 5.9	eV
electronic energy	-1733.0079	Ha
F_max	0.12286	hartree/bohr
spin multiplicity	1


This record from the OMol25 dataset describes 2 unconnected molecules or ions with the total composition C5H6O at a distorted geometry. The level of theory is ωB97M-V with the def2-TZVPD basis set.

Each line ends with the Löwdin charge.
Positions of all 12 atoms, in Å:
1 C -0.0149 -0.1285 0.4842  -0.408
2 C -0.2195 0.8472 1.3174  0.026
3 C -0.2812 1.9841 -1.9249  0.018
4 C -0.5433 -1.2952 -0.2107  -0.095
5 C 0.9168 -0.9192 -0.2338  -0.159
6 O -0.6857 2.4309 -0.9701  0.016
7 H 0.5357 1.6309 1.3121  0.066
8 H -1.1149 0.9443 1.9771  0.085
9 H 1.5020 -0.6889 -1.2150  0.130
10 H -0.7010 -2.2309 0.1844  0.071
11 H -0.9072 -0.9706 -1.2061  0.114
12 H 1.5131 -1.6042 0.4855  0.135

Summary:
total charge	0
energy relative to the best compared isomer or geometry (same formula, charge and spin)	2.807	eV
gap between HOMO and LUMO	10.6	eV
electronic energy	-269.2431	Ha
F_max	0.08358	hartree/bohr
spin multiplicity	1